No. 1
DFT (wB97M-V/def2-TZVPD) results for a gas-phase ion, NO4P (charge -2) in a non-equilibrium geometry.

Results
Total charge: -2
SMILES: O=NP(=O)([O-])[O-]
Gap between HOMO and LUMO (spin up / spin down) in eV: 6.792 / 6.796
Lowest unoccupied orbital energy (spin up / spin down) in eV: 7.728 / 7.728
ΔE to the lowest compared entry with this formula, charge and spin in kcal per mole: 6.1
Total energy in a.u.: -697.0457

Last column: Löwdin charge in e.
Positions of all 6 atoms, in Å:
P  0.5162  0.0015  0.1667  -0.1659
O  1.0186  -0.4776  -1.2018  -0.4879
O  0.4004  1.4931  0.3796  -0.4936
O  -1.8689  0.3453  -0.5319  -0.2262
O  1.0235  -0.8355  1.2543  -0.4633
N  -1.0899  -0.5268  -0.0669  -0.1631

No. 2
DFT (wB97M-V/def2-TZVPD) results for a gas-phase ion, NO5P (charge -2) in a non-equilibrium geometry.

Results
Total charge: -2
SMILES: O=[N+]([O-])P(=O)([O-])[O-]
Gap between HOMO and LUMO in eV: 7.290
Lowest unoccupied orbital energy in eV: 7.395
ΔE to the lowest compared entry with this formula, charge and spin in kcal per mole: 15.1
Total energy in a.u.: -772.3273

Last column: Löwdin charge in e.
Positions of all 7 atoms, in Å:
P  -0.4819  0.0420  0.8319  0.1234
O  -1.8757  0.6124  0.5599  -0.4844
O  -0.2920  -1.3935  1.2165  -0.4545
O  -0.1364  -0.1113  -2.0600  -0.1344
O  0.4553  1.0008  1.5429  -0.4872
O  1.7818  -0.1562  -1.0460  -0.1359
N  0.5490  0.0058  -1.0452  -0.4269

No. 3
DFT (wB97M-V/def2-TZVPD) results for a molecular structure, Na10O8S2 in a non-equilibrium geometry.

Results
Total charge: +6
Gap between HOMO and LUMO in eV: 2.507
Lowest unoccupied orbital energy in eV: -20.524
ΔE to the lowest compared entry with this formula, charge and spin in kcal per mole: 0.0
Total energy in a.u.: -3018.8692

Last column: Löwdin charge in e.
Positions of all 20 atoms, in Å:
S  -0.0740  0.4150  -0.9251  0.4328
S  0.2433  -1.3530  2.8908  0.3543
Na  2.0884  3.4406  -0.1149  0.9213
Na  -0.1141  1.6830  2.3541  0.6952
Na  -2.8357  -0.7552  0.9840  0.7419
Na  0.9371  -1.7459  -3.1148  0.8560
Na  2.8766  1.1867  -2.8873  0.8890
Na  -2.7592  -0.8231  -2.9788  0.9161
Na  2.3418  -0.5112  0.5897  0.6784
Na  -0.1692  3.1561  -4.0199  0.9243
Na  -3.1794  2.1845  -0.3577  0.8841
Na  -0.0187  -3.2314  -0.0478  0.7700
O  -1.1868  -0.9168  2.5563  -0.4398
O  0.4314  1.1176  -2.1971  -0.4237
O  1.0212  -0.1125  3.1754  -0.3846
O  0.2589  -2.2529  3.9889  -0.1878
O  0.8884  -2.0314  1.6782  -0.4744
O  0.5925  1.0096  0.2566  -0.3553
O  0.2444  -1.0430  -1.0215  -0.3843
O  -1.5870  0.5833  -0.8091  -0.4136

No. 4
DFT (wB97M-V/def2-TZVPD) results for 2 unconnected molecules or ions with the total composition O2P2S2 in a non-equilibrium geometry.

Results
Total charge: -2
Gap between HOMO and LUMO (spin up / spin down) in eV: 5.177 / 5.178
Lowest unoccupied orbital energy (spin up / spin down) in eV: 5.716 / 5.716
ΔE to the lowest compared entry with this formula, charge and spin in kcal per mole: 148.1
Total energy in a.u.: -1629.4718

Last column: Löwdin charge in e.
Positions of all 6 atoms, in Å:
S  -2.9084  0.5259  1.2460  -0.3316
S  -0.7757  -1.1441  -0.6260  -0.1565
P  1.0224  0.3354  -0.0170  0.3238
P  -1.0509  -0.2106  1.2467  -0.3178
O  2.1602  -0.3790  0.5836  -0.6546
O  1.5524  0.8725  -2.4332  -0.8633

No. 5
DFT (wB97M-V/def2-TZVPD) results for a single O2S2 molecule in a non-equilibrium geometry.

Results
Total charge: 0
Gap between HOMO and LUMO (spin up / spin down) in eV: 7.962 / 8.162
Lowest unoccupied orbital energy (spin up / spin down) in eV: -1.739 / -1.665
ΔE to the lowest compared entry with this formula, charge and spin in kcal per mole: 19.4
Total energy in a.u.: -946.7768

Last column: Löwdin charge in e.
Positions of all 4 atoms, in Å:
S  0.4003  1.0159  -0.3548  0.6294
S  -0.3638  -0.8801  0.3270  0.6454
O  -1.7351  -1.1948  -0.1677  -0.6361
O  1.6987  1.0590  0.1955  -0.6387

No. 6
DFT (wB97M-V/def2-TZVPD) results for a molecular structure, O2S3.

Results
Total charge: -2
Multiplicity: 3
Gap between HOMO and LUMO (spin up / spin down) in eV: 4.988 / 5.826
Lowest unoccupied orbital energy (spin up / spin down) in eV: 6.286 / 6.088
ΔE to the lowest compared entry with this formula, charge and spin in kcal per mole: 2.0
Total energy in a.u.: -1344.9587

Last column: Löwdin spin population.
Positions of all 5 atoms, in Å:
S  0.2190  0.1617  -0.0209  0.3042
S  1.2845  -1.5836  0.0174  0.2074
S  -2.5501  -0.4322  -0.0938  1.2460
O  0.6516  0.9884  -1.1688  0.1275
O  0.3950  0.8656  1.2661  0.1149

What is the ΔE to the lowest compared entry with this formula, charge and spin in the first record?
6.1 kcal per mole

Which formula does entry 5 have?
O2S2